No. 1
C36H51ClN8OS2V | ωB97M-V/def2-TZVPD

Summary:
LUMO (alpha / beta)   -0.04243 / -0.04255 Ha
Electronic energy   -4116.22975 hartree
Net charge   0
Gap between HOMO and LUMO (alpha / beta)   4.8 / 5.5 eV
ΔE to the lowest compared entry with this formula, charge and spin   0.886 eV
2S+1   4
⟨S²⟩   3.7613
Max |F|   1.49 eV/A

The geometry in XYZ format:
```
100
C36H51ClN8OS2V (ωB97M-V/def2-TZVPD)
V -2.48 -0.27 1.17
S -2.12 -0.64 3.56
C -3.54 -1.58 4.00
C -3.71 -1.86 5.42
N -3.84 -2.02 6.55
C -4.46 -2.00 3.11
S -4.44 -1.60 1.40
C -5.59 -2.80 3.58
N -6.49 -3.42 3.92
N -4.39 3.73 3.58
C -3.19 3.98 2.68
C -2.54 2.64 2.39
N -3.46 1.66 1.79
C -4.66 1.49 2.64
C -5.38 2.79 2.90
H -4.82 4.59 3.87
H -4.05 3.25 4.41
H -2.53 4.66 3.18
H -3.58 4.44 1.77
H -2.16 2.21 3.32
H -1.69 2.80 1.73
H -3.73 1.97 0.86
H -4.33 1.05 3.59
H -5.33 0.76 2.19
H -6.24 2.68 3.55
H -5.68 3.28 1.98
C 4.55 2.89 -1.63
C 3.40 1.99 -1.15
C 2.64 1.50 -2.40
C 2.45 2.88 -0.31
C 3.97 0.79 -0.32
O 4.48 1.23 0.94
C 5.12 0.11 -1.11
C 5.89 -1.04 -0.41
C 5.45 -2.47 -0.71
C 5.23 -2.91 -2.02
C 4.91 -4.23 -2.29
C 4.81 -5.13 -1.24
Cl 4.38 -6.79 -1.57
C 5.03 -4.73 0.06
C 5.35 -3.40 0.32
C 2.91 -0.26 0.01
N 1.74 0.23 0.74
C 0.54 0.51 0.24
N -0.28 0.92 1.21
C 0.53 0.79 2.32
N 1.75 0.39 2.09
H 4.13 3.77 -2.12
H 5.20 2.40 -2.35
H 5.17 3.26 -0.80
H 2.19 2.36 -2.91
H 1.84 0.79 -2.17
H 3.32 1.02 -3.12
H 2.43 3.89 -0.72
H 2.77 2.94 0.73
H 1.42 2.51 -0.32
H 5.22 1.83 0.78
H 5.85 0.89 -1.32
H 4.74 -0.23 -2.08
H 5.86 -0.87 0.67
H 6.93 -0.96 -0.70
H 5.33 -2.21 -2.85
H 4.73 -4.56 -3.31
H 4.95 -5.45 0.87
H 5.52 -3.09 1.34
H 3.36 -1.02 0.64
H 2.56 -0.75 -0.89
H 0.31 0.45 -0.82
H 0.19 1.03 3.33
C 0.76 -1.90 -3.98
C 0.01 -1.87 -2.66
C 0.34 -2.79 -1.66
C -0.34 -2.76 -0.44
C -0.01 -3.73 0.66
C -1.34 -1.84 -0.26
C -1.75 -0.90 -1.26
C -1.00 -0.92 -2.46
N -2.71 -0.01 -0.84
C -3.46 0.93 -1.70
C -3.54 0.54 -3.19
C -4.92 0.94 -1.23
C -2.85 2.36 -1.56
H 1.69 -2.46 -3.89
H 0.99 -0.89 -4.33
H 0.15 -2.38 -4.75
H 1.12 -3.52 -1.83
H 1.01 -4.08 0.58
H -0.67 -4.61 0.61
H -0.16 -3.28 1.64
H -1.90 -1.94 0.68
H -1.17 -0.19 -3.24
H -3.67 -0.54 -3.31
H -2.67 0.86 -3.77
H -4.42 1.04 -3.63
H -5.45 0.07 -1.64
H -5.44 1.84 -1.57
H -5.01 0.83 -0.14
H -2.31 2.66 -2.47
H -2.12 2.38 -0.75
H -3.61 3.13 -1.38
```



No. 2
C29H65HgN2O9S4 | ωB97M-V/def2-TZVPD

Summary:
LUMO   -0.18667 Ha
Electronic energy   -3676.38175 hartree
Net charge   +1
Gap between HOMO and LUMO   5.0 eV
ΔE to the lowest compared entry with this formula, charge and spin   0.000 eV
Max |F|   2.49 eV/A

The geometry in XYZ format:
```
110
C29H65HgN2O9S4 (ωB97M-V/def2-TZVPD)
Hg 1.60 1.61 -2.44
C 0.19 0.49 0.20
O 0.81 0.13 -1.01
H 0.49 1.47 0.62
H -0.90 0.60 0.14
H 0.49 -0.23 0.97
C 5.10 -1.57 4.66
C 5.41 -0.18 4.11
N 4.25 0.68 3.79
C 3.56 1.15 4.96
C 2.67 2.40 4.74
C 3.35 0.13 2.79
C 3.98 -0.03 1.42
H 6.00 -2.17 4.82
H 4.33 -2.05 4.06
H 4.66 -1.49 5.66
H 6.08 0.38 4.77
H 5.91 -0.23 3.14
H 2.89 0.36 5.34
H 4.22 1.41 5.78
H 1.70 2.20 4.30
H 2.53 2.90 5.70
H 3.16 3.14 4.10
H 2.49 0.77 2.60
H 3.04 -0.86 3.15
H 3.25 -0.11 0.61
H 4.59 -0.94 1.39
H 4.68 0.78 1.20
C -7.20 -0.75 -1.80
C -6.40 0.35 -1.07
N -5.21 -0.11 -0.39
C -5.45 -1.26 0.48
C -4.13 -1.92 0.97
C -4.40 0.95 0.15
C -4.97 1.62 1.41
H -6.59 -1.35 -2.49
H -7.96 -0.38 -2.49
H -7.70 -1.45 -1.13
H -6.11 1.02 -1.88
H -7.14 0.80 -0.39
H -6.10 -0.89 1.28
H -5.96 -2.07 -0.05
H -3.46 -2.14 0.14
H -3.67 -1.27 1.71
H -4.37 -2.87 1.45
H -4.11 1.67 -0.62
H -3.43 0.51 0.43
H -5.28 0.86 2.13
H -5.79 2.27 1.12
H -4.25 2.21 1.97
C 0.29 -3.47 0.49
C 0.43 -4.86 -0.08
C 0.76 -5.81 1.03
S 1.77 -4.84 2.25
O 3.18 -5.05 2.01
O 1.21 -5.07 3.56
C 1.24 -3.20 1.65
H -0.70 -3.30 0.94
H 0.42 -2.71 -0.29
H 1.25 -4.80 -0.80
H -0.43 -5.14 -0.69
H 1.29 -6.73 0.80
H -0.16 -6.07 1.56
H 2.14 -2.67 1.36
H 0.76 -2.69 2.48
C -3.59 1.49 -4.70
C -3.28 1.98 -3.28
C -2.50 0.90 -2.54
S -1.39 0.24 -3.82
O -1.42 -1.20 -3.82
O -0.13 0.95 -3.73
C -2.30 0.94 -5.28
H -4.03 2.34 -5.22
H -4.42 0.78 -4.62
H -4.16 2.30 -2.72
H -2.62 2.86 -3.34
H -3.16 0.05 -2.36
H -1.99 1.12 -1.61
H -2.49 0.05 -5.87
H -1.68 1.62 -5.84
C -0.45 4.19 1.65
C -1.76 3.93 0.85
C -1.69 4.75 -0.42
S -0.02 4.54 -1.02
O 0.45 5.66 -1.80
O 0.04 3.21 -1.64
C 0.68 4.52 0.65
H -0.28 3.29 2.23
H -0.67 5.00 2.34
H -2.59 4.21 1.50
H -1.76 2.87 0.58
H -1.84 5.81 -0.20
H -2.38 4.47 -1.22
H 0.97 5.56 0.82
H 1.66 4.04 0.66
C 4.56 -1.41 -1.74
C 5.59 -1.64 -2.86
C 4.91 -1.10 -4.16
S 3.10 -1.41 -3.90
O 2.65 -2.39 -4.86
O 2.46 -0.09 -3.80
C 3.31 -2.09 -2.20
H 4.38 -0.33 -1.63
H 4.93 -1.72 -0.77
H 5.93 -2.64 -3.09
H 6.49 -1.07 -2.63
H 5.34 -1.63 -5.00
H 5.00 -0.02 -4.19
H 3.47 -3.14 -2.44
H 2.36 -1.92 -1.70
```



No. 3
C4H14N4 | ωB97M-V/def2-TZVPD

Summary:
LUMO (alpha / beta)   0.02182 / 0.03289 Ha
Electronic energy   -379.58813 hartree
Net charge   0
Gap between HOMO and LUMO (alpha / beta)   7.4 / 8.2 eV
ΔE to the lowest compared entry with this formula, charge and spin   6.685 eV
Max |F|   4.04 eV/A

The geometry in XYZ format:
```
22
C4H14N4 (ωB97M-V/def2-TZVPD)
C -0.05 -0.95 0.04
C -0.05 1.19 -0.93
C 0.78 0.43 2.63
C -1.86 -1.29 -2.32
N -0.43 0.33 0.16
N 1.35 0.06 1.34
N -1.73 -1.34 -0.89
N 2.25 1.01 0.90
H -2.54 -1.00 -0.38
H 2.33 1.85 1.46
H 3.15 0.60 0.68
H 0.68 -1.26 -0.71
H -0.25 -1.64 0.85
H 0.43 0.71 -1.79
H 0.69 1.91 -0.53
H -0.92 1.76 -1.28
H 1.56 0.37 3.41
H 0.36 1.44 2.64
H -0.01 -0.28 2.89
H -2.56 -2.08 -2.66
H -0.92 -1.49 -2.83
H -2.26 -0.33 -2.68
```